Entry from the OMol25 dataset: C12H25BrClGdINP2 as an isolated structure at a distorted geometry (the ωB97M-V functional and the def2-TZVPD basis).

Calculated values
net charge = +2
frontier orbital gap (alpha / beta) = 7.36 / 5.07 eV
multiplicity = 8
HOMO level (alpha / beta) = -0.5545 / -0.5542 hartree

Cartesian coordinates (Å):
C -2.0671 0.0306 -0.3246
I 2.6155 -0.1682 1.9775
H -1.9240 0.1292 -1.4266
H -2.6819 0.9167 -0.0712
H -2.6979 -0.8808 -0.2615
Gd 0.5335 0.0434 -0.7331
P 0.1586 2.8468 -0.1477
C -0.1699 3.8502 1.3554
C 1.8295 3.4281 -0.6340
H 1.7620 4.4885 -0.8944
H -0.6180 4.7988 -1.4833
H 2.2061 2.8551 -1.4893
H -0.7143 3.2116 -2.3244
H 0.5444 3.4975 2.1118
H 2.4896 3.2674 0.2237
C -0.8715 3.7390 -1.3772
H -0.0603 4.9319 1.1939
H -1.9138 3.6232 -1.0585
H -1.1921 3.6282 1.6951
P 0.0831 -2.8192 -0.1413
C -0.2810 -3.7770 1.3880
C -0.9803 -3.7349 -1.3275
H 2.1202 -2.9305 -1.4720
H 1.6277 -4.5429 -0.8661
H 2.3898 -3.3348 0.2425
C 1.7252 -3.4833 -0.6129
H -0.8569 -3.2271 -2.2874
H -0.7241 -4.7937 -1.4277
H -0.2509 -4.8660 1.2426
H -1.2822 -3.4781 1.7292
H -2.0147 -3.6259 -0.9848
H 0.4565 -3.4753 2.1414
Cl 1.0533 -0.0085 -3.2030
Br -4.3638 -1.1809 4.1727
C -2.6323 -0.4992 3.7868
C -1.8928 -0.0394 4.8803
C -0.6362 0.4390 4.6217
C -0.1484 0.4699 3.3247
N -0.7969 -0.0491 2.2811
C -2.0361 -0.5204 2.5077
H -2.2916 -0.0871 5.8893
H -0.0005 0.7808 5.4552
H 0.8625 0.8850 3.1703
H -2.6018 -0.8973 1.6693

Force components x, y, z for each atom (eV/Å):
C -3.09 0.18 -2.18
I 0.25 -0.19 -0.56
H 0.93 0.02 0.15
H 0.90 -0.36 0.67
H 0.93 0.29 0.57
Gd 0.32 -0.39 0.02
P 0.02 1.99 -0.29
C -0.01 -0.93 0.33
C -0.08 -0.47 0.23
H 0.20 -0.17 0.07
H 0.07 -0.26 0.18
H 0.03 0.21 0.02
H -0.27 0.34 -0.11
H -0.28 0.33 0.07
H 0.14 0.19 -0.20
C -0.18 -1.01 -0.03
H 0.07 -0.42 -0.18
H 0.08 0.16 -0.30
H 0.32 0.15 0.03
P -0.02 -1.92 -0.23
C 0.00 0.93 0.29
C -0.18 1.02 -0.08
H 0.06 -0.21 0.01
H 0.15 0.17 0.10
H 0.14 -0.20 -0.18
C 0.00 0.54 0.16
H -0.26 -0.29 -0.15
H 0.09 0.24 0.20
H 0.08 0.41 -0.22
H 0.26 -0.21 0.08
H 0.05 -0.13 -0.26
H -0.25 -0.21 0.05
Cl -0.33 0.05 1.40
Br 0.49 0.17 -0.58
C 0.20 -0.26 0.12
C -0.54 -0.33 -0.50
C 1.11 0.53 0.77
C 0.23 -0.32 0.24
N -0.44 0.17 -0.30
C -0.34 0.21 1.12
H 0.03 0.06 -0.19
H -0.37 -0.08 -0.58
H -0.64 0.12 -0.05
H 0.09 -0.14 0.27

Entry from the OMol25 dataset: C12H25BrFNO5Si2 as an isolated structure (the ωB97M-V functional and the def2-TZVPD basis).

Calculated values
frontier orbital gap = 9.69 eV
energy relative to the best compared isomer or geometry (same formula, charge and spin) = 0.0 kJ/mol
multiplicity = 1
HOMO level = -0.3372 hartree

Cartesian coordinates (Å):
C 3.0348 -3.3554 0.2058
O 2.1710 -4.0864 -0.6420
C 1.0891 -3.3622 -1.1958
C -0.1248 -3.2973 -0.2717
C -0.1048 -2.1447 0.7425
C -1.5174 -1.6129 1.0854
Si -2.0119 -0.0859 0.1436
C -3.6280 0.5795 0.8677
O -3.9759 1.9181 0.4671
C -4.1989 2.1034 -0.8676
C -5.1872 1.1634 -1.5074
O -3.6717 3.0091 -1.4553
O -0.7882 1.0544 0.0697
Si 0.0195 1.7057 1.3136
F 0.8280 0.5700 2.0904
Br -1.3393 2.5556 2.8370
C 1.2055 3.0177 0.7327
C 1.7040 2.7698 -0.6795
O 1.0759 3.1484 -1.6334
N 2.9487 2.0755 -0.8328
C 4.0654 2.7769 -0.1960
C 2.8498 0.6717 -0.4495
H 2.7504 -2.3008 0.2735
H 3.0177 -3.7769 1.2146
H 4.0555 -3.4052 -0.1831
H 0.8253 -3.8714 -2.1249
H 1.4173 -2.3495 -1.4665
H -1.0201 -3.2141 -0.8932
H -0.1541 -4.2454 0.2696
H 0.3840 -2.4470 1.6704
H 0.5100 -1.3317 0.3438
H -1.6567 -1.4698 2.1609
H -2.2570 -2.3721 0.8002
H -2.2895 -0.4580 -1.2613
H -4.4112 -0.1250 0.5538
H -3.6312 0.5808 1.9563
H -5.9125 0.7689 -0.7989
H -4.6611 0.3367 -1.9890
H -5.7034 1.7231 -2.2866
H 0.6620 3.9620 0.7315
H 2.0283 3.0353 1.4489
H 4.9031 2.8565 -0.8926
H 4.4229 2.2481 0.6942
H 3.7773 3.7931 0.0735
H 3.6587 0.1133 -0.9267
H 1.9129 0.2603 -0.8273
H 2.9278 0.5148 0.6341

Force components x, y, z for each atom (eV/Å):
C 0.00 0.08 0.05
O 0.08 0.03 -0.08
C 0.01 0.01 0.02
C 0.22 0.15 0.09
C -0.03 0.16 0.07
C -0.05 -0.18 0.01
Si -0.01 -0.08 -0.39
C -0.26 -0.02 -0.06
O 0.45 -0.01 -0.11
C 0.10 0.42 -0.25
C -0.08 0.05 -0.28
O -0.33 -0.37 0.43
O -0.30 -0.33 0.65
Si 0.12 0.56 -0.15
F 0.02 -0.13 0.03
Br 0.03 -0.07 -0.06
C -0.07 -0.28 -0.13
C -0.22 0.26 -0.42
O 0.24 -0.24 0.41
N -0.03 0.07 0.12
C 0.12 -0.15 -0.26
C 0.23 0.03 -0.30
H -0.02 -0.03 -0.02
H 0.01 0.01 -0.03
H -0.03 -0.05 0.03
H 0.02 -0.08 0.08
H -0.02 0.01 -0.03
H -0.03 -0.04 0.00
H -0.27 -0.08 -0.15
H 0.07 -0.05 -0.09
H -0.01 -0.02 0.01
H 0.12 0.10 -0.03
H -0.03 0.00 0.10
H 0.09 0.10 -0.05
H -0.01 -0.02 0.10
H 0.07 0.06 0.00
H 0.04 -0.01 0.03
H -0.02 0.00 0.06
H 0.04 -0.07 0.03
H 0.03 0.03 0.11
H -0.04 0.14 0.08
H -0.03 -0.04 0.03
H -0.08 0.10 0.13
H 0.03 0.01 0.04
H -0.01 0.01 0.04
H -0.03 -0.02 0.05
H -0.11 -0.02 0.05

Entry from the OMol25 dataset: a 2-piece molecular cluster, C12H25ClF3NO5Si2 overall (the ωB97M-V functional and the def2-TZVPD basis).

Calculated values
frontier orbital gap = 9.88 eV
multiplicity = 1
HOMO level = -0.3469 hartree

Cartesian coordinates (Å):
C -2.2699 0.3345 3.2609
C -0.7530 0.5128 3.3719
N -0.0316 -0.6731 2.8814
Si 1.6839 -0.6795 2.7468
Cl 2.4676 -1.3226 4.5647
C 2.2354 -1.9047 1.4493
C 2.6756 -1.2984 0.1188
O 1.8446 -0.2121 -0.2769
Si 0.4237 -0.3914 -1.1292
C -0.1758 -2.1726 -1.2100
C -0.8491 0.6907 -0.2666
C 0.6427 0.2290 -2.8872
C 2.3812 1.0558 2.5512
O 3.8220 0.9221 2.5121
C 4.4875 1.9081 1.8903
F 4.0967 3.1398 2.2888
F 4.3186 1.8838 0.5465
F 5.7780 1.7774 2.1400
H -2.6331 0.6013 2.2613
H -2.7972 0.9468 3.9987
H -2.5287 -0.7177 3.4462
H -0.4507 1.4206 2.8294
H -0.4855 0.6448 4.4275
H -0.4907 -1.0793 2.0716
H 1.4149 -2.6261 1.3123
H 3.0735 -2.4716 1.8828
H 3.7005 -0.9134 0.2175
H 2.7031 -2.0757 -0.6622
H 0.4685 -2.9132 -0.7249
H -1.1792 -2.2281 -0.7644
H -0.2721 -2.4647 -2.2655
H -1.3167 1.4008 -0.9604
H -1.6366 0.0932 0.2033
H -0.3502 1.2872 0.5130
H 0.9360 -0.5848 -3.5593
H -0.3423 0.5914 -3.2212
H 1.3623 1.0495 -2.9687
H 2.0182 1.5193 1.6224
H 2.1097 1.7024 3.3947
O -3.4271 -0.9051 -1.3771
C -3.5153 -0.3715 -2.4341
O -3.3754 -0.9930 -3.6268
C -3.7504 -0.0832 -4.6664
C -3.5502 1.2653 -3.9967
O -3.7512 0.9476 -2.6154
H -3.1172 -0.2443 -5.5340
H -4.7929 -0.2661 -4.9306
H -2.5353 1.6459 -4.1233
H -4.2667 2.0223 -4.3022

Force components x, y, z for each atom (eV/Å):
C 0.05 -0.22 -0.06
C -0.14 -0.18 0.24
N 0.09 0.35 -0.58
Si -0.20 -0.27 0.27
Cl 0.00 0.06 0.00
C 0.17 -0.24 0.11
C 0.32 -0.04 -0.06
O -0.12 -0.38 0.03
Si -0.23 0.21 -0.09
C -0.12 -0.04 -0.07
C 0.28 0.24 0.17
C -0.18 -0.07 -0.02
C -0.12 0.32 -0.12
O 0.25 0.20 -0.16
C -0.47 0.13 -0.13
F 0.06 -0.22 0.01
F 0.00 -0.05 0.25
F 0.23 -0.06 0.04
H 0.06 -0.07 0.19
H 0.08 -0.02 -0.17
H 0.04 0.27 0.03
H -0.07 -0.03 0.14
H 0.03 0.04 -0.16
H -0.02 0.01 0.14
H 0.13 0.16 0.01
H -0.20 0.08 -0.14
H -0.29 0.01 -0.05
H -0.02 0.19 0.14
H -0.09 0.13 -0.05
H 0.24 -0.09 -0.10
H -0.02 0.00 0.25
H -0.02 -0.19 0.14
H 0.07 0.15 -0.13
H -0.15 -0.13 -0.17
H 0.08 0.18 0.05
H 0.24 -0.04 -0.04
H -0.11 -0.09 0.01
H 0.08 -0.18 0.18
H 0.04 -0.09 -0.11
O -0.06 -0.05 0.01
C 0.09 0.02 -0.02
O -0.01 -0.05 -0.02
C -0.03 0.04 -0.03
C 0.02 0.00 -0.05
O 0.00 0.05 0.03
H 0.05 -0.03 0.04
H 0.00 0.01 0.00
H 0.00 0.00 -0.01
H -0.04 -0.01 0.05

Entry from the OMol25 dataset: C12H25F3NO14P2S2 as an isolated structure at a distorted geometry (the ωB97M-V functional and the def2-TZVPD basis).

Calculated values
net charge = -1
frontier orbital gap = 8.92 eV
energy relative to the best compared isomer or geometry (same formula, charge and spin) = 41.9 kJ/mol
multiplicity = 1
HOMO level = -0.2342 hartree

Cartesian coordinates (Å):
O -4.0772 -0.1315 4.2733
P -3.2991 -1.2337 3.6793
O -1.8952 -1.4327 4.3919
O -4.0912 -2.6146 3.8620
P -3.2025 -0.8272 1.5639
S -1.1994 -1.1145 0.8063
O -0.3226 -0.9538 1.9457
O -0.9722 -0.0539 -0.1666
N -0.9541 -2.5864 0.2738
S -1.8368 -3.0871 -0.9882
O -3.2159 -2.6661 -0.9678
O -1.6671 -4.5180 -1.0605
C -1.0628 -2.4987 -2.4976
C -1.3729 -1.1030 -2.9944
O -2.7557 -0.8549 -3.1359
C -3.2020 0.2674 -2.4194
C -4.6466 0.5146 -2.8081
F -4.9575 1.8267 -2.6142
F -5.5065 -0.2141 -2.0746
F -4.8813 0.2544 -4.1125
H -2.0787 -1.7188 5.2962
H -4.8319 -2.6080 3.2489
H -3.3784 0.5617 1.4798
H -1.4050 -3.1979 -3.2534
H 0.0078 -2.6522 -2.4138
H -0.9396 -1.0311 -3.9950
H -0.8789 -0.3350 -2.4110
H -3.1322 0.0779 -1.3540
H -2.6055 1.1313 -2.7061
C 4.6779 -0.0262 -4.2114
C 5.0449 -1.4523 -3.8584
O 4.9299 -1.7051 -2.4549
C 3.6779 -1.8545 -2.0058
O 2.6848 -1.8215 -2.6847
O 3.7299 -2.0492 -0.6984
C 2.4404 -2.1495 -0.0643
H 5.2710 0.6753 -3.6233
H 4.8568 0.1606 -5.2708
H 3.6284 0.1712 -4.0003
H 6.0905 -1.6378 -4.0991
H 4.4441 -2.1704 -4.4167
H 1.8267 -2.9097 -0.5388
H 1.9328 -1.1881 -0.0909
H 2.6139 -2.4294 0.9692
C 1.2140 4.3914 5.3945
C 1.1058 5.1542 4.0907
O 1.7333 4.4615 3.0089
C 1.0374 3.4179 2.5291
O -0.0439 3.0684 2.9161
O 1.7479 2.8640 1.5608
C 1.1645 1.6673 0.9972
H 2.2576 4.1595 5.6128
H 0.8032 4.9809 6.2149
H 0.6701 3.4499 5.3418
H 1.6340 6.1036 4.1698
H 0.0672 5.3724 3.8415
H 0.1499 1.8362 0.6619
H 1.1916 0.8586 1.7200
H 1.7784 1.4001 0.1404

Force components x, y, z for each atom (eV/Å):
O -0.23 0.10 -0.14
P -0.24 1.90 0.64
O -0.22 -0.78 -0.23
O 0.80 -0.40 -0.25
P -1.07 -1.04 -1.00
S 2.35 0.58 0.93
O -0.10 -0.37 0.40
O -1.01 -0.26 -0.57
N -1.10 0.60 -0.41
S -0.11 -1.36 -0.22
O 0.07 0.78 0.18
O 0.47 -0.03 0.05
C -0.30 0.14 -0.08
C 0.46 0.25 -0.35
O -0.24 -0.06 -0.07
C 0.15 -0.62 -0.52
C -0.05 0.13 -0.10
F -0.03 -0.36 0.07
F 0.13 0.21 -0.33
F -0.05 0.09 0.46
H 0.25 0.00 0.22
H -0.29 -0.20 -0.07
H 0.63 0.13 0.50
H -0.26 -0.29 0.05
H 0.22 0.12 0.19
H 0.10 -0.07 -0.15
H -0.08 0.02 0.35
H -0.11 0.25 0.25
H -0.06 0.35 0.15
C -0.13 0.10 0.16
C 0.08 0.08 -0.35
O 0.11 -0.01 -0.02
C 0.07 -0.04 0.13
O -0.14 0.01 -0.13
O -0.03 -0.01 0.07
C -0.22 -0.05 0.20
H 0.08 -0.02 -0.06
H 0.04 -0.02 0.00
H -0.03 -0.07 -0.05
H 0.04 -0.05 0.16
H -0.12 0.02 0.08
H -0.02 0.04 -0.08
H -0.08 -0.02 -0.09
H 0.16 0.03 -0.01
C 0.04 -0.22 -0.02
C -0.10 0.20 0.27
O 0.08 0.10 0.01
C 0.07 -0.01 -0.12
O -0.17 0.00 0.08
O 0.10 -0.09 -0.14
C 0.20 -0.04 -0.11
H 0.02 0.10 0.03
H 0.02 0.04 -0.01
H -0.08 0.04 -0.03
H 0.10 -0.03 -0.13
H -0.03 -0.14 -0.04
H -0.09 0.06 0.14
H -0.18 0.02 0.08
H 0.10 0.16 0.02

Entry from the OMol25 dataset: C12H25KNO5P2 as an isolated structure (the ωB97M-V functional and the def2-TZVPD basis).

Calculated values
net charge = -1
frontier orbital gap = 7.65 eV
energy relative to the best compared isomer or geometry (same formula, charge and spin) = 0.0 kJ/mol
multiplicity = 1
HOMO level = -0.1958 hartree

Cartesian coordinates (Å):
K -0.4687 -0.6224 0.4014
O 1.5416 -2.6414 -0.2325
C 2.8212 -2.0798 -0.4534
C 3.2611 -1.2062 0.7098
N 2.3169 -0.1165 0.9306
C 2.0176 0.0774 2.3399
C 1.3131 -1.1258 3.0243
O 1.2922 -1.1068 4.2552
O 0.7790 -1.9975 2.2614
C 2.7249 1.1113 0.2649
C 1.6050 2.1286 -0.0695
O 1.9900 3.2580 -0.3958
O 0.4112 1.7055 -0.0396
H 1.3223 -2.5119 0.7278
H 2.7863 -1.4783 -1.3692
H 3.5608 -2.8771 -0.6088
H 4.2820 -0.8348 0.5323
H 3.3002 -1.8286 1.6063
H 1.3436 0.9350 2.4276
H 2.9129 0.3222 2.9318
H 3.1630 0.8460 -0.7029
H 3.5083 1.6471 0.8227
C -2.2507 3.4799 0.0200
P -2.5704 1.8861 -0.8244
C -4.3064 2.1910 -1.3862
C -1.6942 2.2304 -2.4105
C -1.8474 1.1263 -3.4607
P -1.1367 -0.5013 -2.9472
C 0.6519 -0.0922 -3.0140
C -1.3031 -1.3892 -4.5520
H -2.5381 4.3299 -0.6048
H -1.1839 3.5212 0.2410
H -2.8143 3.5192 0.9537
H -4.3986 3.1391 -1.9235
H -4.9689 2.2140 -0.5190
H -4.6484 1.3831 -2.0354
H -0.6456 2.3743 -2.1383
H -2.0575 3.1807 -2.8170
H -1.3682 1.4297 -4.3984
H -2.9060 0.9591 -3.6875
H 0.9197 0.4109 -3.9471
H 1.2270 -1.0146 -2.9214
H 0.9062 0.5540 -2.1711
H -0.8779 -0.8148 -5.3791
H -2.3562 -1.5836 -4.7612
H -0.7899 -2.3495 -4.4891

Force components x, y, z for each atom (eV/Å):
K -0.03 -0.09 -0.04
O -0.02 0.01 0.01
C -0.02 0.00 0.04
C -0.05 -0.01 -0.01
N 0.01 0.03 -0.02
C 0.01 0.00 0.01
C -0.03 0.04 0.00
O 0.03 0.01 0.02
O -0.01 0.00 0.02
C -0.01 0.01 -0.02
C 0.01 -0.01 0.01
O -0.01 0.00 -0.01
O 0.03 0.00 0.00
H 0.05 0.00 -0.04
H 0.02 -0.01 -0.01
H 0.01 0.01 -0.01
H 0.00 0.00 0.00
H 0.01 -0.01 0.00
H 0.00 0.00 0.01
H 0.00 -0.01 0.00
H 0.00 0.00 0.00
H 0.00 -0.01 0.01
C -0.02 -0.02 0.01
P -0.05 0.05 0.02
C -0.01 -0.03 0.02
C 0.06 -0.03 -0.05
C -0.01 0.01 0.01
P 0.05 0.06 -0.05
C -0.03 -0.01 0.02
C -0.02 -0.01 0.01
H 0.01 0.00 -0.01
H 0.00 0.00 0.00
H 0.01 0.01 0.01
H 0.01 0.01 0.00
H 0.00 0.01 0.00
H 0.01 -0.01 0.00
H 0.00 -0.01 0.01
H -0.02 0.00 0.02
H 0.00 0.01 0.00
H 0.00 0.00 -0.01
H -0.01 0.00 0.00
H 0.00 0.00 0.01
H 0.00 0.00 0.00
H 0.00 0.01 0.01
H 0.00 -0.01 0.00
H 0.00 0.00 0.00